Below is a structure of composition C14H32O4PS5TcTe, with properties calculated with the ωB97M-V functional and the def2-TZVPD basis.

Summary:
- HOMO (spin up / spin down) (eV) = -16.00 / -16.14
- ⟨S²⟩ = 0.917
- frontier orbital gap (spin up / spin down) (Ha) = 0.1533 / 0.1647

Structure (ORCA input):
```
! RIJCOSX wB97M-V def2-TZVPD def2/J DEFGRID3
* xyz 3 2
Tc -0.26 0.97 0.33
C -0.88 3.28 -2.07
C 0.44 3.75 -1.51
S 1.29 2.31 -0.80
C 2.42 3.05 0.41
C 2.92 1.91 1.27
S 1.59 0.80 1.85
C 1.05 1.57 3.41
C 0.15 2.78 3.18
S -1.19 2.23 2.09
C -1.83 3.79 1.41
C -2.67 3.42 0.20
S -1.83 2.25 -0.92
H -0.73 2.63 -2.94
H -1.51 4.11 -2.39
H 0.32 4.50 -0.72
H 1.07 4.17 -2.30
H 1.89 3.81 0.97
H 3.25 3.52 -0.12
H 3.46 2.26 2.15
H 3.59 1.26 0.71
H 1.94 1.83 3.98
H 0.52 0.79 3.95
H 0.68 3.61 2.73
H -0.29 3.11 4.12
H -1.00 4.45 1.16
H -2.44 4.27 2.18
H -2.95 4.30 -0.39
H -3.59 2.92 0.50
C -3.55 -2.08 1.63
S -2.14 -1.80 0.58
C -2.90 -2.02 -1.01
O -1.93 -0.27 0.70
H -3.81 -3.13 1.57
H -4.38 -1.45 1.30
H -3.26 -1.84 2.65
H -3.29 -3.05 -1.06
H -2.13 -1.89 -1.77
H -3.71 -1.31 -1.13
C -0.72 -3.65 -3.60
C 0.61 -3.49 -2.93
O 0.41 -2.85 -1.61
P 1.36 -1.89 -0.85
O 0.63 -0.57 -0.47
Te 3.06 -0.82 -2.07
O 1.74 -2.55 0.50
C 1.99 -4.00 0.68
C 3.32 -4.40 0.11
H -0.58 -4.10 -4.58
H -1.21 -2.68 -3.75
H -1.38 -4.30 -3.02
H 1.29 -2.85 -3.51
H 1.10 -4.44 -2.73
H 1.16 -4.53 0.22
H 1.94 -4.13 1.76
H 3.37 -4.22 -0.97
H 3.47 -5.47 0.27
H 4.14 -3.87 0.60
*
```



Below is a structure of composition C24H25BIrN9O3, with properties calculated with the ωB97M-V functional and the def2-TZVPD basis.

Summary:
- HOMO (spin up / spin down) (eV) = -13.05 / -14.67
- relative energy (zero: lowest compared OMol25 entry of this formula, charge and spin) (kJ/mol) = 0.00
- ⟨S²⟩ = 6.062
- frontier orbital gap (spin up / spin down) (Ha) = 0.2822 / 0.2017

Structure (ORCA input):
```
! RIJCOSX wB97M-V def2-TZVPD def2/J DEFGRID3
* xyz 2 5
Ir 0.00 -0.18 0.93
C 0.70 2.83 -2.37
C 0.35 1.54 -1.98
N 0.48 1.41 -0.66
N 0.90 2.60 -0.17
C 1.04 3.47 -1.19
B 1.15 2.79 1.33
N 2.12 1.70 1.83
C 3.34 1.82 2.37
C 3.84 0.56 2.64
C 2.84 -0.31 2.22
N 1.81 0.39 1.73
N -0.19 2.55 2.09
C -0.90 3.36 2.88
C -2.03 2.68 3.32
C -1.95 1.43 2.73
N -0.83 1.37 1.98
H 0.72 3.24 -3.36
H 0.03 0.71 -2.58
H 1.38 4.48 -1.01
H 1.57 3.88 1.57
H 3.78 2.80 2.52
H 4.79 0.31 3.08
H 2.80 -1.38 2.27
H -0.56 4.36 3.09
H -2.80 3.05 3.97
H -2.60 0.58 2.81
O -7.71 1.29 -1.01
C -6.63 1.82 -0.44
O -6.62 2.93 0.00
C -5.36 1.00 -0.40
C -4.15 1.71 -0.45
C -2.96 1.06 -0.29
C -2.92 -0.35 -0.04
C -4.16 -1.06 -0.04
C -5.35 -0.39 -0.20
N -1.74 -0.94 0.18
C -1.60 -2.34 -0.03
C -0.31 -2.82 -0.17
C 0.00 -4.13 -0.58
C 1.31 -4.46 -0.85
C 2.31 -3.49 -0.71
C 1.96 -2.23 -0.25
N 0.70 -1.90 0.05
H -7.53 0.46 -1.48
H -4.17 2.78 -0.61
H -2.03 1.60 -0.40
H -4.20 -2.12 0.15
H -6.27 -0.95 -0.14
H -2.45 -2.97 -0.20
H -0.80 -4.84 -0.72
H 1.56 -5.46 -1.18
H 3.34 -3.71 -0.94
H 2.71 -1.46 -0.11
C 0.23 -0.31 4.83
C -0.72 -1.28 4.20
N -1.58 -1.90 5.01
O -0.76 -1.48 2.97
H 0.25 -0.39 5.92
H -0.07 0.71 4.56
H 1.23 -0.48 4.45
H -1.54 -1.79 6.01
H -2.21 -2.59 4.63
*
```



Among the records above, which one has the lowest ⟨S²⟩? C14H32O4PS5TcTe



⟨S²⟩ of number 2 (C24H25BIrN9O3)? 6.062



What is the ⟨S²⟩ in the second record? 6.062